# 1
{
  "formula": "C32H22Br2ILuN2P",
  "method": "ωB97M-V/def2-TZVPD",
  "e_tot_ev": -227592.5416,
  "homo_ev": -16.2,
  "charge": 3,
  "e_lumo_ha": -0.355,
  "gap_ev": 6.50,
  "elements": ["Lu", "I", "C", "C", "C", "C", "C", "C", "C", "C", "C", "P", "C", "C", "C", "C", "C", "C", "C", "C", "C", "C", "C", "C", "C", "H", "H", "H", "H", "H", "H", "H", "H", "H", "H", "H", "H", "H", "H", "H", "H", "Br", "C", "C", "C", "N", "C", "C", "C", "C", "C", "Br", "C", "C", "N", "H", "H", "H", "H", "H", "H"],
  "xyz": [[0.10361, -1.50448, 0.23832], [3.00628, -1.42731, -0.12269], [3.89444, 0.48704, 0.20662], [5.19741, 0.23996, 0.53774], [6.08412, 1.32522, 0.67940], [5.61870, 2.57819, 0.44263], [4.26665, 2.82101, 0.09483], [3.88981, 4.16355, -0.16004], [2.61768, 4.48754, -0.51320], [1.66124, 3.46498, -0.57530], [1.95777, 2.14355, -0.32085], [0.46177, 1.13328, -0.23421], [-0.57263, 1.58533, -1.64187], [-1.94625, 1.80945, -1.53096], [-2.70217, 2.05719, -2.67089], [-2.09385, 2.07549, -3.91740], [-0.72665, 1.84818, -4.03217], [0.03473, 1.60066, -2.90231], [-0.40082, 1.51148, 1.31321], [-0.25518, 0.60620, 2.37439], [-0.83126, 0.82413, 3.61873], [-1.57113, 1.98095, 3.81080], [-1.72950, 2.89527, 2.77178], [-1.15281, 2.66593, 1.53040], [3.30563, 1.76334, -0.01070], [5.57152, -0.76338, 0.68092], [7.11550, 1.14128, 0.94638], [6.28357, 3.42955, 0.51424], [4.65111, 4.92918, -0.07557], [2.33734, 5.50989, -0.72476], [0.64497, 3.74219, -0.83402], [-2.42785, 1.84339, -0.56235], [-3.76206, 2.25725, -2.58281], [-2.68236, 2.28120, -4.80170], [-0.25140, 1.87661, -5.00339], [1.10316, 1.44693, -3.00175], [0.41501, -0.25938, 2.30377], [-0.68896, 0.11925, 4.42686], [-2.01821, 2.17621, 4.77666], [-2.29954, 3.80071, 2.93566], [-1.27960, 3.39717, 0.74148], [-6.56805, -3.23368, 0.05285], [-4.79083, -2.76275, 0.17104], [-4.42240, -1.43865, 0.38605], [-3.08154, -1.15338, 0.46071], [-2.11654, -2.08639, 0.32688], [-2.47851, -3.37779, 0.13471], [-3.80249, -3.73975, 0.04805], [-1.36036, -4.35856, 0.01847], [-1.58021, -5.71302, -0.07029], [-0.49220, -6.57957, -0.18478], [-0.77001, -8.39666, -0.30339], [0.79450, -6.05633, -0.20763], [0.93492, -4.69227, -0.11348], [-0.10440, -3.84142, 0.00127], [-5.16088, -0.65767, 0.49680], [-2.74856, -0.13779, 0.64015], [-4.09400, -4.76553, -0.11728], [-2.57881, -6.12179, -0.04601], [1.66354, -6.69303, -0.29450], [1.92706, -4.25813, -0.12549]]
}

# 2
{
  "formula": "C32H22Cl3FO4PRuS",
  "method": "ωB97M-V/def2-TZVPD",
  "e_tot_ev": -104717.0270,
  "homo_ev": [-10.6, -10.6],
  "charge": 1,
  "e_lumo_ha": [-0.192, -0.197],
  "de_lowest_ev": 0.000,
  "gap_ev": [5.43, 5.29],
  "elements": ["Ru", "Cl", "C", "C", "C", "C", "C", "Cl", "C", "S", "H", "H", "H", "Cl", "C", "C", "C", "C", "C", "C", "P", "C", "C", "C", "C", "C", "C", "C", "C", "C", "C", "C", "C", "H", "H", "H", "H", "H", "H", "H", "H", "H", "H", "H", "H", "H", "H", "F", "O", "C", "O", "C", "C", "C", "C", "O", "C", "O", "C", "C", "H", "H", "H", "H", "H"],
  "xyz": [[0.35705, 0.45204, 0.62049], [3.39769, -2.54959, 0.69231], [4.11206, -1.01448, 1.04416], [5.22398, -0.95033, 1.86289], [5.78619, 0.28542, 2.14189], [5.24993, 1.44393, 1.60442], [4.13288, 1.36541, 0.79017], [3.51325, 2.81307, 0.07756], [3.53535, 0.13479, 0.50833], [2.13339, 0.06100, -0.57381], [5.64059, -1.86063, 2.26991], [6.65900, 0.34484, 2.77742], [5.69428, 2.40912, 1.80136], [1.19662, -0.43475, 2.68833], [0.41284, -2.00101, 2.87666], [0.60929, -2.63759, 4.08764], [0.04794, -3.89013, 4.27389], [-0.68530, -4.48876, 3.25785], [-0.86744, -3.82921, 2.05540], [-0.32842, -2.55667, 1.84589], [-0.55770, -1.68194, 0.28186], [0.12593, -2.76517, -1.00437], [0.77379, -3.95705, -0.68661], [1.31308, -4.74905, -1.68994], [1.22088, -4.35410, -3.01473], [0.58639, -3.16241, -3.33790], [0.04214, -2.37131, -2.34096], [-2.32638, -1.49022, -0.03792], [-3.29474, -2.05479, 0.78563], [-4.63944, -1.87476, 0.49864], [-5.02410, -1.12023, -0.59817], [-4.06101, -0.52237, -1.39855], [-2.71707, -0.69709, -1.11707], [1.19017, -2.16332, 4.86646], [0.19081, -4.40080, 5.21642], [-1.11492, -5.47026, 3.40280], [-1.43033, -4.30371, 1.26109], [0.86217, -4.27846, 0.34166], [1.80743, -5.67593, -1.43113], [1.64297, -4.97225, -3.79567], [0.51349, -2.84693, -4.36993], [-0.44531, -1.44733, -2.61630], [-3.01657, -2.61451, 1.66640], [-5.38648, -2.31715, 1.14377], [-6.07402, -0.98002, -0.81769], [-4.35624, 0.09605, -2.23558], [-1.98246, -0.17081, -1.71072], [-1.30482, 0.42240, 1.62491], [-0.47771, 1.57260, -0.87083], [-0.25490, 2.64716, -0.20379], [0.30882, 2.46758, 0.93553], [-0.59881, 3.96175, -0.70978], [-0.33279, 5.07659, 0.07907], [-0.63991, 6.35941, -0.36713], [-1.21580, 6.45466, -1.61191], [-1.59549, 7.57532, -2.26153], [-2.19430, 7.15306, -3.49436], [-2.03986, 5.73576, -3.57960], [-1.48350, 5.33874, -2.40136], [-1.18802, 4.07495, -1.98566], [0.11422, 4.93250, 1.05271], [-0.44219, 7.23754, 0.22982], [-1.67552, 7.62801, -4.32533], [-3.25491, 7.40700, -3.48210], [-1.38816, 3.20438, -2.59292]]
}

# 3
{
  "formula": "C32H22N13O2S2W",
  "method": "ωB97M-V/def2-TZVPD",
  "e_tot_ev": -80509.3118,
  "homo_ev": -4.1,
  "charge": -1,
  "e_lumo_ha": 0.050,
  "de_lowest_ev": 0.407,
  "gap_ev": 5.47,
  "elements": ["W", "C", "C", "O", "C", "C", "C", "N", "N", "C", "O", "C", "C", "C", "C", "C", "C", "H", "H", "H", "H", "H", "H", "H", "H", "H", "H", "H", "H", "N", "C", "N", "C", "N", "N", "C", "N", "C", "C", "C", "C", "C", "N", "H", "H", "H", "H", "H", "H", "H", "H", "S", "C", "C", "C", "C", "N", "C", "C", "C", "S", "C", "N", "H", "H", "N", "C", "C", "C", "N", "C", "N"],
  "xyz": [[-0.20890, 0.57401, 0.61414], [-3.82718, 2.57457, 1.85073], [-3.13287, 1.42775, 1.17231], [-1.85638, 1.36628, 1.39307], [-3.77132, 0.53221, 0.37839], [-3.09155, -0.52821, -0.28409], [-3.92981, -1.52495, -1.03255], [-1.78877, -0.66327, -0.27238], [-1.36370, -1.80724, -0.96406], [-0.07512, -1.89426, -0.88517], [0.61943, -1.02168, -0.26047], [0.66224, -3.01619, -1.51924], [-0.00995, -3.98911, -2.25184], [0.69490, -5.04178, -2.81269], [2.07201, -5.12820, -2.64368], [2.74219, -4.15671, -1.91487], [2.03870, -3.10117, -1.35147], [-3.34610, 2.77927, 2.80684], [-4.88121, 2.35534, 2.01914], [-3.76023, 3.47871, 1.23885], [-4.84398, 0.59936, 0.26561], [-4.98482, -1.27192, -0.93544], [-3.75499, -2.52941, -0.64772], [-3.65716, -1.55431, -2.08911], [-1.08325, -3.91054, -2.36489], [0.17006, -5.79997, -3.38060], [2.62089, -5.95284, -3.08096], [3.81438, -4.21932, -1.78193], [2.54438, -2.33691, -0.77596], [0.26155, 2.22910, 3.63735], [0.36714, 3.10247, 2.65745], [0.55201, 4.40016, 2.96319], [0.43933, 5.23846, 1.95234], [0.67986, 6.55157, 2.17891], [0.03993, 4.91557, 0.70053], [-0.05788, 3.62369, 0.49510], [0.22338, 2.66482, 1.37158], [-0.60540, 3.20490, -0.85177], [-0.79787, 4.14086, -1.84089], [-1.26795, 3.71330, -3.07787], [-1.53385, 2.37458, -3.26314], [-1.31885, 1.49151, -2.21344], [-0.86789, 1.90333, -1.03173], [0.50719, 2.54018, 4.56108], [0.22757, 1.23137, 3.42161], [1.16012, 6.78477, 3.03002], [0.79984, 7.14395, 1.37711], [-0.54451, 5.17007, -1.64002], [-1.39405, 4.41833, -3.88774], [-1.87098, 1.99133, -4.21584], [-1.48128, 0.42731, -2.31364], [-0.79013, -0.98938, 2.57115], [0.55189, -2.10292, 2.54428], [0.40292, -3.45895, 2.81351], [1.50080, -4.31366, 2.83016], [1.30205, -5.71365, 3.11250], [1.12225, -6.82533, 3.34473], [2.77570, -3.80503, 2.56471], [2.92780, -2.45096, 2.28220], [1.83487, -1.59434, 2.26822], [2.02428, 0.10831, 1.92559], [3.93439, -4.66248, 2.56395], [4.85991, -5.34498, 2.56920], [-0.58457, -3.85839, 3.00309], [3.91296, -2.06316, 2.05742], [1.55124, 1.36194, -0.57461], [1.94658, 1.45231, -1.66182], [2.33464, 1.63777, -2.98051], [1.89443, 2.81358, -3.64232], [1.52522, 3.76410, -4.18617], [3.10977, 0.66438, -3.66773], [3.73372, -0.12030, -4.23768]]
}

> What is the formula in the first record?

C32H22Br2ILuN2P

> Number 3 is which compound?

C32H22N13O2S2W